ORCA calculation (ωB97M-V/def2-TZVPD) on C7H12 in the gas phase.

ORCA input file:
```
! RIJCOSX wB97M-V def2-TZVPD def2/J DEFGRID3
* xyz 0 1
C 1.14 -1.49 -0.10
C -0.53 0.29 1.90
C 0.84 -2.77 -0.21
C 0.64 -0.36 -0.90
C -0.02 0.74 -0.58
C -0.21 1.31 0.82
C -0.72 1.52 -1.66
H -0.97 0.93 -2.50
H -0.81 0.75 2.84
H 0.24 -0.45 2.07
H 0.28 -3.16 -1.06
H 0.72 1.83 1.04
H 0.62 -0.62 -1.96
H 1.60 -1.19 0.84
H -1.39 -0.30 1.58
H -0.93 2.12 0.77
H -1.59 2.05 -1.30
H 1.19 -3.57 0.43
H -0.10 2.35 -2.03
*
```

- ΔE to the lowest compared entry with this formula, charge and spin (kJ/mol) = 133.5
- Kohn-Sham gap (eV) = 9.64
- SMILES string = C=C/C=C(/C)CC

---

ORCA calculation (ωB97M-V/def2-TZVPD) on 2 unconnected molecules or ions with the total composition C7H12.

ORCA input file:
```
! RIJCOSX wB97M-V def2-TZVPD def2/J DEFGRID3
* xyz 0 1
C -1.29 -0.66 -0.09
C 0.83 -0.87 -0.16
C 2.12 -0.56 -0.13
C 0.93 2.51 0.39
C -1.73 0.77 0.17
C -0.24 -0.79 -1.23
C -0.21 -1.17 0.91
H -2.34 1.15 -0.65
H -0.12 -0.64 1.87
H -0.18 0.03 -1.95
H 1.41 2.17 -0.56
H -2.31 0.84 1.10
H -0.87 1.46 0.28
H 1.47 1.89 1.13
H -0.34 -1.74 -1.78
H 2.68 -0.58 0.80
H 2.65 -0.26 -1.03
H -0.29 -2.25 1.10
H -2.16 -1.31 -0.19
*
```

- ΔE to the lowest compared entry with this formula, charge and spin (kJ/mol) = 564.3
- Kohn-Sham gap (alpha / beta) (eV) = 8.31 / 8.36

---

ORCA calculation (ωB97M-V/def2-TZVPD) on a molecular structure, C7H12.

ORCA input file:
```
! RIJCOSX wB97M-V def2-TZVPD def2/J DEFGRID3
* xyz 0 1
C -1.86 -0.06 -0.62
C 2.35 0.33 1.35
C -0.36 -0.25 -0.61
C 0.50 -0.93 -1.67
C -1.96 0.70 0.76
C 1.80 -0.77 -0.99
C 2.29 -0.33 0.03
H 3.00 1.21 1.32
H -2.59 0.14 1.46
H 2.74 -0.36 2.11
H -2.35 1.72 0.61
H -0.17 -0.76 0.33
H -2.19 0.52 -1.51
H -0.75 0.86 1.40
H 0.45 -0.42 -2.64
H 0.04 0.76 -0.48
H 0.21 -1.98 -1.82
H -2.39 -1.02 -0.67
H 1.25 0.65 1.63
*
```

- ΔE to the lowest compared entry with this formula, charge and spin (kJ/mol) = 374.7
- Kohn-Sham gap (eV) = 10.18

---

ORCA calculation (ωB97M-V/def2-TZVPD) on 2 unconnected molecules or ions with the total composition C7H12.

ORCA input file:
```
! RIJCOSX wB97M-V def2-TZVPD def2/J DEFGRID3
* xyz 0 1
C 1.52 -1.81 -0.08
C -2.24 1.15 -0.22
C -0.17 -0.12 -1.20
C 1.33 2.18 0.73
C 0.70 -0.54 0.02
C -1.25 0.26 -0.21
C -0.59 -0.57 0.88
H -2.48 1.72 -1.11
H 0.54 2.09 1.51
H 0.89 -2.65 -0.40
H 1.35 0.31 0.33
H -0.45 -1.00 -1.80
H 2.33 -1.71 -0.81
H 0.22 0.65 -1.87
H 1.97 -2.07 0.88
H -1.01 -1.58 0.92
H -2.84 1.33 0.67
H 0.73 2.53 -0.14
H -0.56 -0.16 1.89
*
```

- ΔE to the lowest compared entry with this formula, charge and spin (kJ/mol) = 554.4
- Kohn-Sham gap (alpha / beta) (eV) = 8.52 / 8.52

---

ORCA calculation (ωB97M-V/def2-TZVPD) on C7H12 in the gas phase.

ORCA input file:
```
! RIJCOSX wB97M-V def2-TZVPD def2/J DEFGRID3
* xyz 0 1
C -0.21 -0.12 -0.01
C -2.69 -0.68 0.10
C -1.46 0.21 0.35
C 0.15 -1.58 -0.08
C 1.05 0.73 -0.02
C 1.52 1.12 1.15
C 1.73 0.75 -1.34
H 1.18 -1.83 0.13
H -1.74 1.02 1.05
H 1.20 0.85 2.15
H 0.06 -2.00 -1.15
H -3.43 -0.54 0.88
H 2.42 1.70 1.24
H -2.62 -1.75 -0.14
H -0.47 -2.05 0.66
H 2.00 -0.25 -1.63
H 0.92 1.00 -2.08
H -3.15 -0.24 -0.79
H 2.60 1.38 -1.43
*
```

- ΔE to the lowest compared entry with this formula, charge and spin (kJ/mol) = 200.1
- Kohn-Sham gap (eV) = 9.66
- SMILES string = C=C(C)/C(C)=C/C

---

ORCA calculation (ωB97M-V/def2-TZVPD) on C7H12 in the gas phase.

ORCA input file:
```
! RIJCOSX wB97M-V def2-TZVPD def2/J DEFGRID3
* xyz 0 1
C 3.90 -0.11 1.10
C -2.11 0.07 -0.73
C 1.67 -0.50 -0.32
C -0.71 0.07 -0.11
C 2.69 -0.33 0.31
C -3.13 0.73 0.20
C 0.36 -0.61 -0.97
H 4.60 0.55 0.57
H -3.27 0.13 1.11
H -0.40 1.11 0.07
H 0.40 -0.15 -1.96
H 4.42 -1.05 1.30
H -2.42 -0.97 -0.95
H -4.11 0.84 -0.29
H -2.08 0.59 -1.69
H 3.66 0.35 2.06
H -2.79 1.72 0.50
H -0.74 -0.42 0.87
H 0.11 -1.67 -1.12
*
```

- ΔE to the lowest compared entry with this formula, charge and spin (kJ/mol) = 122.8
- Kohn-Sham gap (eV) = 10.41
- SMILES string = CC#CCCCC

---

- Number 3 is which compound?
  C7H12